[1]
Entry from the Open Molecules 2025 dataset: C20H15AuF6NO4S2Si as an isolated structure (ωB97M-V/def2-TZVPD).

Structure (XYZ):
```
50
Properties=species:S:1:pos:R:3:forces:R:3:lowdin_charge:R:1
Au 0.713 -1.454 -0.224 0.127 0.061 -0.239 0.67
F 1.829 -1.777 2.603 0.019 -0.039 0.083 0.08
C 1.326 -2.766 3.351 0.028 0.009 -0.014 -0.69
F 0.230 -2.314 3.958 -0.056 0.046 0.058 0.14
F 2.226 -3.084 4.284 0.015 0.020 0.004 0.13
S 0.899 -4.233 2.321 0.054 0.050 0.147 0.56
O -0.013 -3.712 1.339 -0.006 -0.056 -0.060 -0.35
O 0.435 -5.185 3.282 0.040 0.008 -0.139 -0.27
N 2.293 -4.688 1.748 -0.080 0.059 -0.024 -0.29
S 2.957 -4.244 0.402 0.052 -0.210 -0.002 0.58
O 2.390 -3.089 -0.267 -0.158 0.048 0.105 -0.43
O 3.301 -5.362 -0.419 0.006 0.037 -0.021 -0.27
C 4.578 -3.622 1.017 -0.025 0.009 0.040 -0.68
F 4.417 -2.611 1.870 0.009 -0.010 -0.013 0.13
F 5.256 -4.591 1.631 0.012 -0.007 0.009 0.14
F 5.302 -3.190 -0.017 0.028 0.010 -0.028 0.13
C 1.568 4.252 1.323 -0.010 -0.010 -0.008 -0.11
C 1.671 3.003 1.923 -0.004 0.005 -0.017 -0.10
C 1.102 1.893 1.317 0.007 0.000 -0.010 -0.11
C 0.413 1.997 0.105 -0.031 -0.004 0.046 -0.29
C 0.325 3.260 -0.483 0.015 -0.014 -0.027 -0.11
C 0.896 4.378 0.116 0.005 -0.007 0.012 -0.10
Si -0.450 0.468 -0.619 -0.075 -0.014 0.147 0.51
C -2.177 0.459 0.164 -0.013 -0.057 0.008 -0.30
C -2.914 1.636 0.330 0.024 0.013 -0.012 -0.11
C -4.186 1.621 0.885 -0.007 -0.001 0.004 -0.10
C -4.751 0.418 1.293 0.017 -0.006 -0.008 -0.11
C -4.035 -0.761 1.146 0.003 0.025 -0.004 -0.10
C -2.761 -0.737 0.590 0.004 0.021 -0.003 -0.11
C -0.699 0.887 -2.448 0.051 0.019 -0.034 -0.30
C -1.951 1.083 -3.030 0.011 -0.005 -0.006 -0.10
C -2.076 1.429 -4.372 0.024 -0.005 -0.014 -0.10
C -0.945 1.589 -5.158 -0.009 -0.005 0.019 -0.11
C 0.313 1.393 -4.599 -0.024 -0.007 0.016 -0.10
C 0.428 1.044 -3.262 -0.028 -0.009 -0.014 -0.12
H 2.014 5.121 1.792 0.005 0.001 -0.001 0.09
H 2.201 2.894 2.862 0.000 0.000 0.003 0.10
H 1.200 0.919 1.787 -0.006 0.014 -0.003 0.08
H -0.188 3.373 -1.432 -0.001 0.005 0.013 0.10
H 0.818 5.347 -0.363 -0.003 0.001 -0.002 0.09
H -2.482 2.585 0.028 -0.009 -0.014 0.005 0.10
H -4.736 2.547 1.005 0.001 -0.002 -0.001 0.09
H -5.742 0.404 1.730 0.001 0.000 0.001 0.09
H -4.462 -1.701 1.473 0.001 -0.006 0.000 0.10
H -2.201 -1.661 0.498 -0.005 0.007 -0.002 0.07
H -2.845 0.961 -2.429 0.005 0.009 0.001 0.09
H -3.060 1.573 -4.802 -0.004 0.002 -0.003 0.09
H -1.041 1.859 -6.203 -0.001 0.000 -0.003 0.09
H 1.201 1.508 -5.208 0.003 0.003 -0.006 0.09
H 1.415 0.883 -2.839 -0.012 0.007 -0.004 0.10
```
Forces are in eV/Å.

Results
energy above the lowest of the compared OMol25 structures with the same formula, charge and spin = 0.023 eV
net charge = -1
lowest unoccupied orbital energy = 2.7 eV
Kohn-Sham gap = 8.50 eV



[2]
Entry from the Open Molecules 2025 dataset: a 3-piece molecular cluster, C20H15BCl4FO5S2 overall (ωB97M-V/def2-TZVPD).

Structure (XYZ):
```
48
Properties=species:S:1:pos:R:3:forces:R:3:lowdin_charge:R:1
Cl 2.152 1.916 -2.152 0.364 0.259 -0.483 0.56
B 2.742 0.114 -2.259 -0.412 0.106 0.444 -1.83
Cl 2.191 -0.566 -3.899 -0.046 -0.214 0.159 0.53
Cl 4.595 0.068 -2.160 0.112 -0.137 -0.173 0.53
O 2.204 -0.555 -1.062 -1.597 0.024 -0.881 -0.19
C 1.114 -1.473 -1.129 0.512 1.212 -5.222 -0.31
C -0.331 -1.218 -1.613 0.139 -0.292 0.225 -0.15
C -1.224 -2.322 -1.685 0.715 0.507 0.221 -0.02
C -2.540 -2.094 -2.052 0.368 0.776 -0.192 -0.11
C -2.928 -0.768 -2.318 1.036 -0.143 0.399 -0.70
Cl -4.563 -0.442 -2.698 -0.949 0.118 -0.192 0.67
C -2.033 0.297 -2.270 -0.060 -0.296 -0.497 -0.08
C -0.694 0.048 -2.017 0.333 -0.240 0.195 -0.07
H 1.417 -2.196 -1.862 0.331 -0.441 -1.086 0.15
H -0.867 -3.326 -1.403 -0.353 0.661 -0.211 0.12
H -3.251 -2.905 -2.120 -0.034 0.054 0.011 0.11
H -2.330 1.317 -2.467 -0.310 -0.064 -0.148 0.11
H 0.114 0.787 -2.112 -0.913 -0.105 0.177 0.04
F 1.711 -1.646 1.072 0.823 -1.332 -0.488 -0.09
C 1.164 -2.320 -0.058 1.110 -6.337 5.502 -0.44
S -0.872 -2.022 1.615 -0.486 2.355 0.727 0.71
C -2.308 -0.854 1.830 0.930 -1.236 0.675 -0.29
C -3.446 -1.070 1.073 0.050 0.457 -0.236 -0.08
C -4.396 -0.058 1.024 -0.171 -0.028 0.275 -0.09
C -4.259 1.061 1.845 0.237 0.400 0.171 -0.09
C -3.172 1.180 2.721 0.165 -0.275 0.079 -0.08
C -2.177 0.193 2.729 -0.439 0.508 -0.237 -0.11
O -1.462 -3.193 1.034 -0.941 -1.636 -0.183 -0.39
O -0.159 -2.115 2.893 -0.546 0.068 0.030 -0.40
S 0.730 0.559 1.095 -1.496 0.752 -0.225 1.17
C 2.339 1.259 0.917 0.151 1.114 -0.098 -0.43
C 2.243 2.659 0.863 -0.215 0.071 0.031 -0.15
C 3.384 3.443 0.781 -0.221 -0.086 0.145 -0.09
C 4.629 2.817 0.682 -0.272 0.532 0.079 -0.07
C 4.726 1.433 0.716 -0.292 0.087 0.247 -0.11
C 3.595 0.649 0.859 -0.561 0.062 0.767 -0.09
O 1.030 -3.546 0.021 0.512 4.410 -0.317 0.13
O -0.171 1.345 0.206 1.215 -0.567 1.305 -0.41
H -3.577 -2.003 0.535 0.214 0.203 -0.126 0.10
H -5.246 -0.157 0.354 0.028 0.036 0.189 0.09
H -5.002 1.862 1.816 0.188 -0.286 -0.035 0.10
H -3.070 2.027 3.405 -0.224 -0.235 -0.293 0.10
H -1.338 0.217 3.427 -0.165 0.050 -0.303 0.10
H 1.242 3.101 0.857 0.515 0.028 0.025 0.10
H 3.248 4.530 0.795 0.347 -0.433 -0.143 0.11
H 5.524 3.428 0.585 -0.100 -0.156 -0.015 0.11
H 5.686 0.956 0.624 0.154 -0.089 -0.016 0.10
H 3.638 -0.418 0.965 0.251 -0.221 -0.276 0.11
```
Forces are in eV/Å.

Results
energy above the lowest of the compared OMol25 structures with the same formula, charge and spin = 1.660 eV
net charge = -1
lowest unoccupied orbital energy = -0.2 eV
Kohn-Sham gap = 4.65 eV



[3]
Entry from the Open Molecules 2025 dataset: C20H15Cl2IN3O5PtS as an isolated structure (ωB97M-V/def2-TZVPD).

Structure (XYZ):
```
48
Properties=species:S:1:pos:R:3:forces:R:3:lowdin_charge:R:1
Pt 0.200 0.172 0.058 0.066 -0.469 -1.157 1.06
N -2.832 -1.559 2.567 0.275 0.298 0.142 0.18
C -3.302 -2.268 1.493 0.143 -0.032 -0.669 -0.18
C -4.368 -3.138 1.345 -0.073 -0.047 -0.029 -0.03
C -4.559 -3.679 0.089 -0.075 0.005 0.172 -0.10
C -3.713 -3.363 -0.977 0.051 0.001 -0.189 -0.09
C -2.650 -2.496 -0.836 -0.009 0.020 0.038 0.01
C -2.440 -1.936 0.420 -0.715 -0.514 0.235 -0.19
N -1.490 -1.063 0.865 0.683 0.802 0.550 0.08
C -1.742 -0.855 2.136 -0.417 -0.541 -0.498 -0.24
C -0.962 -0.020 3.007 -0.002 0.680 1.440 -0.30
C -1.318 0.400 4.269 0.336 0.089 -0.335 -0.35
S -0.071 1.353 4.964 -0.058 -0.323 -0.560 1.01
C 0.856 1.104 3.505 -0.509 0.182 0.717 -0.43
N 0.266 0.405 2.611 0.486 -0.149 0.291 0.00
H -3.193 -1.561 3.505 0.044 -0.064 -0.098 0.16
H -5.020 -3.378 2.171 -0.088 -0.047 0.080 0.10
H -5.383 -4.357 -0.073 -0.050 -0.068 -0.013 0.10
H -3.905 -3.812 -1.940 0.015 -0.024 -0.074 0.10
H -2.002 -2.255 -1.662 0.142 0.062 -0.092 0.12
H -2.233 0.241 4.803 -0.222 -0.077 0.083 0.06
H 1.840 1.513 3.408 0.355 0.109 -0.059 0.08
Cl 1.713 -3.122 -2.847 -0.203 -0.156 -0.190 0.57
C 2.183 -1.879 -1.687 -0.150 0.218 0.488 -1.04
Cl 3.919 -1.559 -1.805 0.191 0.201 -0.095 0.58
C 1.913 -2.352 -0.213 0.327 -0.291 -1.298 -0.80
O 2.291 -3.453 0.126 0.049 -0.203 0.119 0.01
O 1.341 -1.495 0.517 -0.569 1.150 0.837 -0.20
H 1.642 -0.953 -1.935 0.260 -0.445 0.109 0.02
O -0.633 5.669 -0.877 0.163 0.103 -0.021 0.06
C 0.428 4.929 -0.539 -1.046 -0.817 0.011 -0.25
C 1.666 5.586 -0.487 1.020 -0.843 0.397 0.09
C 2.833 4.883 -0.170 -0.161 1.745 -0.341 -0.10
C 2.795 3.563 0.133 -0.798 -1.499 -0.165 -0.04
C 1.525 2.785 0.184 0.287 1.264 -0.522 -0.31
C 0.323 3.566 -0.257 1.158 0.446 0.225 0.02
C -0.990 2.910 -0.381 -1.405 -1.223 -0.020 -0.53
O -2.010 3.602 -0.600 0.434 0.488 -0.009 0.03
O -1.126 1.638 -0.268 0.254 0.742 0.046 -0.17
H -1.414 5.030 -0.842 -0.028 -0.094 0.028 0.07
H 1.689 6.640 -0.723 0.030 0.077 -0.023 0.13
H 3.782 5.406 -0.185 -0.048 -0.077 -0.090 0.11
H 3.702 3.019 0.349 0.130 -0.013 0.122 0.10
H 1.368 2.528 1.255 0.090 0.039 -0.170 0.15
I 4.393 2.982 -2.994 -0.222 0.161 0.466 -0.47
C 1.680 1.430 -0.551 -0.191 -1.104 -0.052 -0.28
H 1.669 1.618 -1.634 0.128 0.033 0.297 0.04
H 2.652 0.994 -0.284 -0.079 0.204 -0.128 0.05
```
Forces are in eV/Å.

Results
energy above the lowest of the compared OMol25 structures with the same formula, charge and spin = 2.548 eV
net charge = -1
lowest unoccupied orbital energy (alpha / beta) = 0.1 / 0.1 eV
Kohn-Sham gap (alpha / beta) = 4.61 / 4.74 eV